# C4H2N2O

The molecule C4H2N2O at a distorted geometry (wB97M-V/def2-TZVPD, OMol25).

```
9
Properties=species:S:1:pos:R:3:forces:R:3:mulliken_charge:R:1
N -1.386582 0.562601 -0.131409 0.1 -0.2 0.0 -0.36
C -0.849444 -0.660688 0.123005 -0.3 -0.5 0.0 0.48
O -1.478904 -1.694456 0.218724 -0.2 0.2 0.0 -0.53
C 0.600988 -0.766126 0.243039 0.3 -1.3 0.0 0.37
C 1.815927 -0.973179 0.190454 -0.8 0.2 0.0 -0.35
C 2.581363 0.268385 -0.063174 -1.7 0.1 0.3 0.26
N 1.961077 1.251074 -0.084115 2.3 1.9 -0.5 -0.33
H -0.861532 1.423593 -0.189740 0.1 -0.3 0.0 0.23
H -2.382890 0.588799 -0.306781 0.2 0.0 0.1 0.23
```
Forces are in eV/Å.

Output
LUMO energy ... -0.64 eV
Calculated total energy ... -338.19975 a.u.
Orbital gap ... 0.35407 hartree